112
Properties=species:S:1:pos:R:3:forces:R:3 method="wB97M-V/def2-TZVPD" spin_multiplicity=1 gap_ev=7.16 mol_weight_g_mol=970.49 charge=-2 homo_ev=-3.32
La 0.504 -0.564 0.511 -0.03 0.60 0.37
C -0.607 1.654 -5.518 0.02 0.01 0.17
C -0.657 0.556 -4.501 -0.08 -0.24 -0.14
C -1.149 -0.700 -4.743 -0.05 0.07 0.05
C -1.057 -1.395 -3.526 0.06 0.20 -0.20
N -0.511 -0.596 -2.594 -0.23 -0.18 0.12
N -0.285 0.602 -3.201 0.21 0.15 -0.30
B 0.299 1.904 -2.604 -0.07 -0.20 0.32
N -0.659 2.629 -1.643 0.04 0.16 -0.23
N -1.036 2.204 -0.411 -0.09 -0.14 0.25
C -1.884 3.127 0.057 0.05 0.18 -0.20
C -2.038 4.157 -0.883 0.01 -0.02 -0.03
C -1.243 3.806 -1.948 -0.12 0.14 0.18
C -1.040 4.621 -3.186 0.04 -0.15 0.00
C -2.582 3.093 1.395 0.01 -0.07 0.05
C -3.303 1.753 1.542 0.00 0.09 -0.19
C -3.634 4.206 1.463 0.05 -0.03 -0.07
C -1.554 3.325 2.507 -0.03 -0.01 0.00
N 1.728 1.836 -2.023 0.01 0.01 -0.40
N 2.132 1.283 -0.847 0.08 -0.20 0.37
C 3.415 1.634 -0.678 0.05 0.14 -0.20
C 3.833 2.416 -1.763 -0.07 -0.01 0.02
C 2.743 2.518 -2.592 0.27 0.02 0.13
C 2.707 3.257 -3.892 -0.09 -0.04 0.04
C 4.346 1.192 0.425 -0.03 -0.10 0.01
C 3.603 0.945 1.734 0.08 0.17 -0.11
C 5.406 2.274 0.676 -0.12 0.01 -0.04
C 5.067 -0.075 -0.062 0.07 0.03 0.05
C -1.559 -2.828 -3.393 0.03 -0.10 0.13
C -0.496 -3.754 -2.817 0.04 0.04 -0.04
C -2.801 -2.892 -2.503 -0.02 0.12 -0.13
C -1.950 -3.366 -4.776 0.01 0.03 0.02
H -0.808 1.217 -6.495 -0.01 0.01 -0.02
H 0.357 2.159 -5.554 -0.03 0.01 -0.03
H -1.378 2.401 -5.320 0.05 0.03 -0.06
H -1.543 -1.042 -5.683 0.02 -0.02 0.01
H 0.409 2.628 -3.535 -0.07 0.02 0.01
H -2.646 5.042 -0.816 -0.01 -0.02 0.02
H -1.779 5.422 -3.187 0.02 0.04 -0.02
H -1.162 4.035 -4.094 0.00 0.06 0.00
H -0.046 5.073 -3.214 0.00 -0.02 -0.01
H -3.890 1.549 0.645 -0.01 -0.02 -0.01
H -3.989 1.764 2.391 0.01 0.00 -0.02
H -2.584 0.948 1.667 -0.05 -0.13 0.02
H -4.386 4.078 0.681 -0.01 0.04 0.01
H -3.178 5.192 1.355 -0.03 0.01 0.02
H -4.136 4.167 2.432 0.01 0.00 0.02
H -0.787 2.554 2.497 0.03 0.04 0.01
H -2.032 3.327 3.489 0.03 0.00 -0.02
H -1.063 4.292 2.369 0.01 -0.01 -0.03
H 4.804 2.852 -1.926 0.00 -0.02 0.00
H 3.693 3.687 -4.064 0.01 -0.01 -0.02
H 1.975 4.065 -3.886 0.01 -0.02 -0.03
H 2.470 2.594 -4.726 -0.01 0.02 0.00
H 3.343 1.885 2.224 -0.08 0.00 -0.02
H 4.206 0.338 2.407 -0.05 -0.03 0.01
H 2.673 0.416 1.563 0.14 -0.07 0.20
H 4.939 3.248 0.843 0.03 0.01 0.04
H 6.097 2.357 -0.165 0.02 0.02 0.00
H 5.985 2.005 1.561 0.01 -0.01 0.00
H 4.376 -0.907 -0.167 0.02 -0.03 0.01
H 5.834 -0.368 0.654 -0.02 -0.01 0.01
H 5.536 0.113 -1.032 -0.03 0.02 -0.01
H -0.264 -3.468 -1.800 0.20 0.01 0.19
H 0.428 -3.712 -3.395 0.04 -0.01 0.05
H -0.861 -4.785 -2.804 0.00 0.01 0.00
H -3.179 -3.917 -2.453 0.01 0.00 0.00
H -2.548 -2.565 -1.501 0.01 -0.09 -0.02
H -3.600 -2.253 -2.888 0.01 -0.01 0.05
H -1.104 -3.337 -5.466 -0.01 -0.01 -0.02
H -2.779 -2.801 -5.207 0.02 -0.03 -0.01
H -2.269 -4.405 -4.672 -0.01 0.00 0.01
C -2.416 0.765 4.659 0.12 0.13 -0.21
C -1.236 -0.153 4.337 0.21 0.12 0.04
C -0.972 -0.974 5.602 0.05 0.01 -0.17
O -1.486 -0.947 3.180 -0.17 -0.03 0.30
C 0.020 0.714 3.973 -0.43 0.12 0.13
O 0.372 1.540 4.806 0.15 -0.13 -0.08
O 0.540 0.536 2.810 0.07 -0.44 -0.56
H -3.244 0.192 5.086 0.01 -0.05 -0.01
H -2.767 1.266 3.764 0.06 -0.05 0.22
H -2.082 1.510 5.381 -0.07 0.00 0.03
H -1.867 -1.545 5.873 -0.01 0.03 -0.04
H -0.737 -0.286 6.415 0.00 -0.03 -0.02
H -0.148 -1.661 5.462 0.18 -0.14 -0.04
H -2.179 -1.591 3.363 -0.01 -0.01 0.01
S 2.269 -2.163 -1.165 0.02 0.45 -0.30
C 2.070 -3.696 -0.558 -0.01 -0.69 -0.08
N 1.915 -4.804 -0.256 -0.04 0.04 0.06
F 5.322 -1.938 2.273 -0.06 -0.02 0.09
B 4.150 -2.686 2.441 -0.07 0.01 -0.15
F 3.881 -2.797 3.834 0.05 -0.01 0.03
F 4.273 -3.946 1.879 -0.01 0.13 0.09
F 3.044 -1.980 1.825 0.40 -0.06 0.07
N 1.179 -2.401 3.607 -0.39 -0.01 0.22
C 0.530 -3.362 2.908 -0.11 0.00 0.15
C 0.409 -4.654 3.459 0.01 -0.14 -0.06
C -0.368 -5.586 2.819 0.13 0.18 0.08
C -1.008 -5.232 1.633 0.00 -0.08 -0.11
C -0.793 -3.968 1.137 -0.19 -0.05 -0.09
N -0.056 -3.033 1.748 0.29 0.15 -0.07
H 2.012 -2.683 4.104 0.13 0.02 -0.12
H 1.269 -1.504 3.156 0.11 -0.03 0.23
H 0.931 -4.877 4.380 -0.02 0.01 0.00
H -0.481 -6.579 3.237 0.01 -0.01 -0.02
H -1.604 -5.943 1.079 -0.02 0.05 -0.03
H -1.237 -3.683 0.192 0.00 0.06 0.02
N -1.830 -1.056 0.259 -0.76 -0.13 -0.19
C -2.990 -1.195 0.178 0.18 0.15 -0.21
N -4.237 -1.384 0.223 -0.21 -0.12 0.78
C -5.190 -1.415 -0.661 -0.03 0.06 -0.47
N -6.107 -1.473 -1.372 0.09 0.03 0.11

107
Properties=species:S:1:pos:R:3:forces:R:3 method="wB97M-V/def2-TZVPD" spin_multiplicity=1 gap_ev="5.02 / 5.49" mol_weight_g_mol=904.92 charge=-1 homo_ev="-3.95 / -3.95"
Cs 1.823 0.136 -0.921 -0.55 0.19 -0.27
O 4.484 0.103 -1.677 2.00 -0.70 -0.71
C 5.575 -0.510 -1.864 -1.80 0.63 -0.28
C 6.768 0.115 -2.354 1.65 0.54 0.11
C 8.019 -0.436 -2.113 -0.91 1.01 -0.88
C 8.139 -1.654 -1.440 0.36 -0.45 0.00
C 7.010 -2.350 -1.179 -0.46 -1.00 0.10
C 5.733 -1.925 -1.609 -1.63 -0.91 1.19
C 4.640 -2.872 -1.571 0.83 -0.79 -0.04
N 3.492 -2.712 -2.197 0.88 3.41 -0.53
N 2.591 -3.580 -2.356 -0.67 -2.09 0.20
C 1.403 -3.106 -2.940 0.15 2.31 0.48
O 1.122 -1.890 -3.115 0.45 -2.71 -0.14
C 0.349 -4.171 -3.010 -0.74 -0.56 -0.13
C 0.557 -5.484 -2.525 -1.25 0.35 -0.10
C -0.576 -6.234 -2.096 0.46 1.90 -0.20
C -1.817 -5.616 -2.090 -0.62 -0.28 0.04
C -2.039 -4.474 -2.860 -1.06 -0.03 -0.38
C -0.981 -3.774 -3.358 1.72 0.69 -0.15
H 6.677 1.092 -2.829 -0.03 -0.19 0.13
H 8.932 0.019 -2.486 -0.20 0.30 0.04
H 9.102 -2.118 -1.285 0.11 0.17 0.28
H 7.081 -3.307 -0.677 -0.03 -0.24 -0.17
H 4.888 -3.859 -1.127 -0.15 0.23 -0.15
H 1.555 -5.888 -2.423 -0.03 0.19 0.13
H -0.486 -7.189 -1.654 0.35 -0.84 0.44
H -2.658 -5.967 -1.475 0.40 -0.40 -0.59
H -3.074 -4.168 -3.108 0.73 -0.04 0.49
H -1.085 -2.852 -3.961 -0.06 -0.54 0.66
N 4.817 1.083 3.327 -0.13 -0.34 -0.32
C 5.295 2.265 2.743 -0.05 -0.68 0.18
C 4.880 2.262 1.444 -0.83 -1.40 -0.31
N 4.121 1.103 1.182 0.74 -0.33 2.67
C 4.120 0.403 2.355 -0.20 1.03 -2.36
C 3.360 -0.878 2.527 -0.32 0.42 0.86
N 2.441 -1.361 1.688 0.65 0.09 1.94
C 1.783 -2.349 2.402 1.01 -0.33 0.77
C 2.350 -2.498 3.668 -0.45 0.16 -1.07
N 3.330 -1.538 3.773 -0.28 0.40 -1.98
H 5.014 0.723 4.264 -0.11 0.59 -0.72
H 5.908 2.950 3.299 0.00 0.04 0.06
H 5.074 2.968 0.630 -0.17 -0.30 0.60
H 0.990 -2.961 1.963 0.38 0.41 0.16
H 2.182 -3.216 4.453 -0.14 0.07 -0.03
H 3.997 -1.445 4.521 -0.15 -0.02 -0.09
C 1.456 3.526 0.868 -0.42 0.15 -0.23
O 2.112 3.170 -0.353 0.17 0.43 0.43
C 2.138 4.221 -1.306 1.14 -0.58 0.57
C 1.248 3.926 -2.440 -1.28 -0.93 -0.54
O 1.619 2.660 -3.041 -0.25 1.61 -0.69
C 1.268 2.836 -4.409 0.21 -1.53 -0.26
H 1.527 4.633 0.942 -0.16 -0.59 0.58
H 1.930 3.014 1.718 0.19 0.26 -0.33
H 0.403 3.185 0.835 0.35 0.37 0.02
H 3.184 4.261 -1.693 -0.54 0.16 0.23
H 1.869 5.179 -0.845 0.10 -0.04 -0.13
H 1.347 4.716 -3.196 0.05 0.08 0.21
H 0.168 3.846 -2.175 0.60 0.16 0.18
H 1.709 3.751 -4.790 0.34 0.03 -0.34
H 0.188 2.932 -4.535 -0.22 -0.07 0.09
H 1.607 1.950 -4.990 -0.13 0.59 0.43
C -2.780 -1.821 2.489 0.78 -0.13 0.18
C -2.890 -0.499 3.236 0.45 1.75 -2.10
C -1.896 -0.273 4.345 -0.36 -0.72 -0.40
C -4.308 -0.263 3.685 -0.36 -2.01 -0.68
O -2.556 0.532 2.230 0.14 -0.90 2.26
Si -3.075 1.149 0.847 1.42 0.68 -2.31
S -1.409 1.881 -0.198 -0.26 -0.54 0.18
O -3.877 -0.073 0.103 0.17 -1.04 0.00
C -4.587 -0.337 -1.125 0.56 0.12 2.08
C -3.909 0.420 -2.265 -0.95 -0.72 0.43
C -4.598 -1.867 -1.319 -0.58 0.37 -0.41
C -5.980 0.162 -0.762 0.03 0.71 -0.64
O -4.194 2.330 0.995 -0.66 0.55 0.22
C -4.075 3.793 1.051 -0.50 -3.02 0.32
C -3.063 4.115 2.158 -0.40 0.19 -1.15
C -3.774 4.260 -0.383 -0.04 0.45 1.29
C -5.452 4.188 1.534 -0.24 0.75 -0.19
H -3.192 -2.662 3.034 -0.07 -0.22 0.28
H -1.747 -2.042 2.200 0.08 0.07 0.38
H -3.275 -1.726 1.543 -0.61 0.08 -0.34
H -2.027 -1.095 5.022 0.05 -0.39 0.85
H -2.094 0.664 4.823 -0.08 0.53 0.37
H -0.885 -0.294 3.985 0.51 0.04 -0.33
H -4.533 -1.078 4.407 -0.23 0.69 -0.09
H -4.913 -0.456 2.778 -0.11 0.32 0.56
H -4.492 0.717 4.067 -0.03 0.57 0.33
H -2.848 0.277 -2.280 0.60 -0.20 0.16
H -4.103 1.456 -2.092 0.01 0.88 -0.15
H -4.330 0.098 -3.204 -0.24 0.04 -0.51
H -3.645 -2.325 -1.017 -0.28 0.18 -0.31
H -4.818 -2.004 -2.387 0.34 -0.44 0.10
H -5.447 -2.348 -0.792 0.60 0.29 0.06
H -5.925 1.229 -0.468 -0.06 -0.59 -0.19
H -6.399 -0.412 0.060 0.14 -0.07 0.13
H -6.626 0.046 -1.613 -0.64 0.07 -0.51
H -2.109 3.668 1.893 0.16 0.05 0.21
H -3.428 3.808 3.138 0.01 -0.26 -0.12
H -3.019 5.185 2.143 0.55 0.90 0.30
H -2.911 3.711 -0.774 -0.09 0.40 0.09
H -3.645 5.340 -0.318 0.38 0.21 -0.38
H -4.652 4.086 -0.989 -0.26 -0.22 -0.21
H -5.808 3.595 2.381 0.44 0.16 0.04
H -6.233 4.133 0.782 0.06 -0.21 -0.41
H -5.356 5.235 1.784 -0.40 0.55 0.49
O 0.257 -7.158 1.763 -0.94 -2.69 -2.52
N -0.035 -7.991 0.980 0.94 2.71 2.52

| no. | DFT total energy (a.u.) |
| --- | --- |
| 1 | -3165.99813 |
| 2 | -3096.65937 |